(1)
The following is a DFT calculation (wB97M-V/def2-TZVPD) of an isolated molecule of C3H5NO2.

Structure (ORCA input):
```
! RIJCOSX wB97M-V def2-TZVPD def2/J DEFGRID3
* xyz 0 1
O -1.18260 2.05033 -0.46905
N -1.41552 0.87174 0.23849
C -0.45375 0.06753 0.09214
C -0.21615 -1.31553 0.58505
O 1.20523 -1.11601 0.41988
C 1.02949 0.16681 -0.20899
H -0.72873 1.71547 -1.26402
H -0.58789 -2.08959 -0.09836
H -0.54241 -1.51498 1.60920
H 1.50484 0.99120 0.34272
H 1.38748 0.17304 -1.24706
*
```

Summary:
Energy relative to the best compared isomer or geometry (same formula, charge and spin) ... 4.147 eV
SMILES ... ON=C1COC1
Max |F| ... 0.9 eV/A
E ... -8773.5480 eV

(2)
The following is a DFT calculation (wB97M-V/def2-TZVPD) of a structure of composition C3H5NO2.

Structure (ORCA input):
```
! RIJCOSX wB97M-V def2-TZVPD def2/J DEFGRID3
* xyz 0 1
N 1.55127 -0.41303 0.37728
C 0.27074 -0.07662 -0.15902
C -1.04693 -0.76946 0.27530
O -1.73320 0.51521 0.10624
C -0.54811 1.15370 -0.12481
O -0.31690 2.22307 -0.63773
H 2.06582 0.40737 0.68060
H 2.11295 -0.90184 -0.31674
H 0.26967 0.55727 -1.22656
H -1.48994 -1.53453 -0.36712
H -1.11260 -1.08734 1.33311
*
```

Summary:
Energy relative to the best compared isomer or geometry (same formula, charge and spin) ... 3.309 eV
Max |F| ... 4.1 eV/A
E ... -8774.3860 eV

(3)
The following is a DFT calculation (wB97M-V/def2-TZVPD) of an isolated molecule of C3H5NO2.

Structure (ORCA input):
```
! RIJCOSX wB97M-V def2-TZVPD def2/J DEFGRID3
* xyz 0 1
O -0.98732 -1.90155 -0.69658
C -1.39660 -1.05001 0.06098
C -0.46796 -0.00819 0.57279
N 0.59780 0.13093 -0.36923
C 1.47733 1.16686 -0.46465
O 1.50525 2.13682 0.26441
H -2.37327 -1.09850 0.56647
H -0.81321 0.94607 0.98626
H -0.31452 -0.73058 1.43629
H 0.58069 -0.61419 -1.05662
H 2.19181 1.02233 -1.30011
*
```

Summary:
Energy relative to the best compared isomer or geometry (same formula, charge and spin) ... 1.280 eV
SMILES ... O=CCNC=O
Max |F| ... 1.5 eV/A
E ... -8776.4151 eV

(4)
The following is a DFT calculation (wB97M-V/def2-TZVPD) of an isolated molecule of C3H5NO2.

Structure (ORCA input):
```
! RIJCOSX wB97M-V def2-TZVPD def2/J DEFGRID3
* xyz 0 1
C 0.40919 -0.99182 1.66835
C 0.17345 0.27887 0.91922
O 0.34889 1.38730 1.32831
O -0.25296 -0.01810 -0.36538
C -0.59382 1.09657 -1.07608
N -0.62683 0.75031 -2.35419
H -0.53547 -1.53623 1.73430
H 1.11617 -1.61946 1.11972
H 0.79083 -0.75389 2.66045
H -0.48064 1.56786 -2.91530
H -0.34880 -0.16140 -2.71939
*
```

Summary:
Energy relative to the best compared isomer or geometry (same formula, charge and spin) ... 2.028 eV
Max |F| ... 0.9 eV/A
E ... -8775.6663 eV

(5)
The following is a DFT calculation (wB97M-V/def2-TZVPD) of an isolated molecule of C3H5NO2.

Structure (ORCA input):
```
! RIJCOSX wB97M-V def2-TZVPD def2/J DEFGRID3
* xyz 0 1
O -2.02703 -1.02597 -0.01344
C -1.27049 -0.10490 0.05826
O -1.68809 1.12727 -0.19104
C 0.12329 -0.18517 0.62862
C 1.10387 -0.62999 -0.40754
N 1.18599 0.77643 0.07382
H -1.28286 1.63368 0.26688
H 0.40826 -0.32703 1.57699
H 0.66620 -0.89883 -1.58343
H 1.91804 -1.44533 0.19366
H 0.86282 1.07986 -0.60277
*
```

Summary:
Energy relative to the best compared isomer or geometry (same formula, charge and spin) ... 6.130 eV
SMILES ... O=C(O)[C@H]1CN1
Max |F| ... 18.4 eV/A
E ... -8771.5650 eV

(6)
The following is a DFT calculation (wB97M-V/def2-TZVPD) of an isolated molecule of C3H5NO2.

Structure (ORCA input):
```
! RIJCOSX wB97M-V def2-TZVPD def2/J DEFGRID3
* xyz 0 1
C -1.93200 0.68228 0.16587
C -0.25113 -0.72663 -0.55905
O -0.53508 0.47030 -0.05424
N 1.09997 -0.91778 -0.47393
C 2.07762 -0.15097 0.17139
O 3.21433 -0.53589 0.29118
H -2.49841 0.06385 -0.53266
H -2.16775 1.74240 0.03725
H -2.14923 0.38225 1.19407
H 1.43673 -1.81713 -0.79713
H 1.70493 0.80733 0.55726
*
```

Summary:
Energy relative to the best compared isomer or geometry (same formula, charge and spin) ... 2.475 eV
Max |F| ... 0.6 eV/A
E ... -8775.2197 eV

(7)
The following is a DFT calculation (wB97M-V/def2-TZVPD) of a structure of composition C3H5NO2.

Structure (ORCA input):
```
! RIJCOSX wB97M-V def2-TZVPD def2/J DEFGRID3
* xyz 0 1
C 0.60015 0.76580 -0.06590
C -0.74575 -0.17601 -0.78035
N 0.30448 1.56421 0.97088
C 0.91045 -0.26243 0.87874
O -0.43889 -1.41144 -1.33865
O 0.72278 -1.30388 1.38375
H -0.39917 -2.07355 -0.63044
H 0.25126 1.59104 1.98265
H 1.34752 0.98965 -0.81659
H -1.02192 0.52514 -1.56386
H -1.53089 -0.20854 -0.02022
*
```

Summary:
Energy relative to the best compared isomer or geometry (same formula, charge and spin) ... 5.971 eV
Max |F| ... 4.5 eV/A
E ... -8771.7238 eV

(8)
The following is a DFT calculation (wB97M-V/def2-TZVPD) of an isolated molecule of C3H5NO2.

Structure (ORCA input):
```
! RIJCOSX wB97M-V def2-TZVPD def2/J DEFGRID3
* xyz 0 1
C 2.68465 0.43297 -0.03897
C 1.47463 -0.41300 0.18941
N 0.30559 0.11419 -0.18824
O -0.71883 -0.82467 -0.07738
C -1.93653 -0.21565 -0.01269
O -2.20230 0.94903 0.11000
H 3.28459 -0.03478 -0.81300
H 2.44332 1.45064 -0.32106
H 3.32340 0.53641 0.91959
H 1.49777 -1.47740 0.54888
H -2.65579 -1.09497 -0.10420
*
```

Summary:
Energy relative to the best compared isomer or geometry (same formula, charge and spin) ... 2.694 eV
SMILES ... C/C=N/OC=O
Max |F| ... 4.3 eV/A
E ... -8775.0009 eV